[1]
Computed, not measured: a structure of composition C5H11N2O at a distorted geometry, with ωB97M-V with the def2-TZVPD basis set.

Each line ends with the Löwdin charge.
Geometry (Å):
1 C -2.2843 0.2648 -0.2190  -0.56
2 O -3.5244 0.1799 0.3049  -0.37
3 C -1.0801 -0.3099 0.6556  -0.16
4 C 0.2600 -0.3237 -0.0596  -0.08
5 C 1.4948 -1.0030 0.5073  -0.32
6 N 1.4548 1.3409 -0.1847  0.15
7 C 2.5525 0.6597 -0.2518  -0.36
8 N 2.6889 -0.6636 -0.1684  -0.01
9 H -1.9343 1.3099 -0.4789  0.09
10 H -2.1806 -0.3568 -1.1598  0.05
11 H -0.8886 0.3499 1.5069  0.11
12 H -1.4850 -1.2448 1.0317  0.12
13 H 0.8528 0.7797 -0.3209  -0.19
14 H 0.1668 -0.5969 -1.1238  0.15
15 H 1.3118 -0.7423 1.5705  0.12
16 H 1.3725 -2.1015 0.5484  0.13
17 H -4.1827 -0.7905 -2.4376  0.02
18 H -4.0146 -1.5024 -2.5698  0.01
19 H 3.4772 1.2249 -0.4124  0.11

Forces on atoms 1 to 6 (eV/Å):
-0.31 -0.12 -0.05
1.35 0.04 -0.02
0.35 2.43 -0.12
-1.03 -5.73 0.28
-2.71 -1.68 0.79
11.21 11.77 3.25

Calculated total energy = -381.59324 Eh
Energy relative to the best compared isomer or geometry (same formula, charge and spin) = 158.13 kcal per mole
Net charge = -1
E_HOMO = -3.074 eV

[2]
Computed, not measured: a cluster of 2 separate species, C5H11N2O in total at a distorted geometry, with ωB97M-V with the def2-TZVPD basis set.

Each line ends with the Löwdin charge.
Geometry (Å):
1 C 1.7410 -1.4357 1.1980  -0.33
2 C 1.0242 -2.4541 0.6386  -0.04
3 C 0.2073 -0.8740 2.6680  -0.08
4 N 1.4837 -0.9380 2.4461  -0.04
5 H 2.3518 -0.7709 0.5412  0.10
6 H 0.2829 -2.9759 1.1591  0.01
7 H 1.4297 -2.8572 -0.3094  0.04
8 H -0.1084 -0.6454 3.6866  0.05
9 H -0.5209 -1.0166 1.8343  0.06
10 C -0.9365 1.1861 -0.2924  -0.47
11 O -0.1247 0.3312 0.4443  -0.37
12 C -0.3330 1.2538 -1.6789  -0.31
13 N -1.1672 2.1519 -2.5225  -0.04
14 H -2.0384 0.9727 -0.2768  0.08
15 H -0.8161 2.2202 0.1212  0.09
16 H 0.6637 1.7222 -1.5332  0.10
17 H -0.1783 0.2473 -2.1126  0.10
18 H -0.8733 2.1425 -3.4602  0.01
19 H -2.0875 1.7400 -2.5516  0.04

Forces on atoms 1 to 6 (eV/Å):
-0.84 -0.38 -2.75
3.46 0.93 -0.75
1.12 -0.17 -0.03
-2.16 0.03 1.40
0.02 -0.99 0.73
-0.84 -0.83 0.75

Calculated total energy = -381.76191 Eh
Energy relative to the best compared isomer or geometry (same formula, charge and spin) = 52.29 kcal per mole
Net charge = -1
E_HOMO = -2.493 eV

[3]
Computed, not measured: a structure of composition C5H11N2O at a distorted geometry, with ωB97M-V with the def2-TZVPD basis set.

Each line ends with the Löwdin charge.
Geometry (Å):
1 O -1.5595 1.6369 -0.7562  0.16
2 C -0.4925 1.7101 -1.3156  -0.51
3 N -0.1684 2.8313 -2.0172  0.21
4 C 0.5454 0.6432 -1.3424  0.31
5 N 0.1180 -2.7479 1.1329  0.01
6 C -0.3496 -1.3593 1.7543  -0.29
7 C 0.2050 -0.1595 1.0013  -0.18
8 C 0.2990 -0.5419 -0.4956  -0.13
9 H -0.6500 3.7132 -1.8652  0.14
10 H 0.6820 3.1738 -2.4586  0.14
11 H 0.9230 0.5742 -2.3755  0.17
12 H 0.1802 -3.4659 1.8555  0.06
13 H -0.4497 -1.1733 2.8388  0.14
14 H 0.8487 -2.0085 1.6457  0.10
15 H -1.4006 -1.3798 1.4135  0.12
16 H -0.4574 0.6888 1.0404  0.10
17 H 1.1711 0.1957 1.3658  0.13
18 H -0.5826 -1.1022 -0.8306  0.19
19 H 1.1379 -1.2289 -0.5914  0.13

Forces on atoms 1 to 6 (eV/Å):
0.22 -1.28 0.12
0.23 3.30 0.16
0.78 1.61 -0.32
-3.81 -2.69 -1.18
3.12 3.81 2.44
-5.52 0.29 -0.66

Calculated total energy = -381.38774 Eh
Energy relative to the best compared isomer or geometry (same formula, charge and spin) = 173.33 kcal per mole
Net charge = +1
E_HOMO = -13.604 eV

[4]
Computed, not measured: the ion C5H11N2O with charge +1 at a distorted geometry, with ωB97M-V with the def2-TZVPD basis set.

Each line ends with the Löwdin charge.
Geometry (Å):
1 N 0.5869 1.5863 1.1537  0.16
2 C 1.2989 0.5367 0.7286  -0.13
3 N 1.2952 0.1070 -0.5230  0.06
4 C 0.3599 0.4992 -1.5305  -0.15
5 C -0.9114 -0.2876 -1.2146  -0.12
6 C -1.2015 -0.2218 0.3363  -0.10
7 C -0.9150 -1.2534 1.1405  -0.23
8 O -0.1336 -2.2699 0.8084  0.04
9 H 0.7899 2.1182 1.9957  0.14
10 H -0.0021 2.1838 0.5860  0.12
11 H 1.7830 0.1537 1.6290  0.18
12 H 2.1448 -0.5074 -0.5836  0.21
13 H 0.7363 0.3156 -2.5310  0.14
14 H 0.1150 1.5705 -1.4735  0.13
15 H -1.6838 0.0411 -1.9798  0.15
16 H -0.7591 -1.3659 -1.3213  0.10
17 H -1.8520 0.5830 0.5111  0.09
18 H -1.0166 -1.1681 2.1939  0.12
19 H -0.6347 -2.6210 0.0740  0.10

Forces on atoms 1 to 6 (eV/Å):
0.17 1.46 -0.25
-1.85 2.45 0.48
3.86 -0.72 2.91
-0.82 0.05 -0.16
-0.63 -0.75 0.61
-1.22 -1.36 -3.16

Calculated total energy = -381.55545 Eh
Energy relative to the best compared isomer or geometry (same formula, charge and spin) = 68.09 kcal per mole
Net charge = +1
Structure (SMILES) = N/C=[NH+]\CC/C=C\O
E_HOMO = -13.001 eV